ORCA calculation (the ωB97M-V functional and the def2-TZVPD basis) on a molecular structure, C21H22AuF8N4O9S2Te.

The value obtained for the calculated total energy is -3708.18795 Eh. For the energy relative to the best compared isomer or geometry (same formula, charge and spin), the calculation gives 1.116 eV. The max |F| is 0.41 eV/A. The calculation puts the LUMO energy at -4.5 eV. As for the net charge: +1. As for the gap between HOMO and LUMO: 5.73 eV.

Structure (XYZ):
```
68
Properties=species:S:1:pos:R:3:nbo_charge:R:1
F 1.521 -2.237 -1.363 -0.619
C 3.789 -8.789 0.982 -0.192
H 5.396 -7.405 0.757 0.244
H -2.856 7.588 -2.642 0.246
O 2.157 -0.493 0.498 -1.090
C 0.973 2.446 -0.806 0.063
F 4.269 -2.233 1.117 -0.600
H -1.076 -0.193 -2.054 0.258
H -3.090 6.332 -0.430 0.254
H -5.361 1.935 -1.193 0.266
N 0.809 1.849 0.382 -0.455
C 1.366 3.858 1.502 -0.194
C 2.198 -6.565 1.456 -0.223
O -4.443 2.052 2.986 -0.316
F 0.707 6.658 0.012 -0.319
O 5.702 -9.828 0.041 -0.546
H 0.812 1.842 -1.688 0.237
S -2.443 4.220 -1.157 2.173
C 4.340 -7.512 0.968 -0.147
O -1.809 3.670 -2.336 -0.973
O 1.783 -2.804 1.663 -0.519
C -2.488 5.987 -1.273 -0.665
N -4.601 2.054 1.789 0.529
C 1.011 2.525 1.519 0.074
Au 0.231 -0.082 0.430 1.527
C -1.924 0.490 -2.093 -0.704
C -3.530 1.496 1.008 0.173
C -2.355 0.824 -0.712 0.481
H 3.996 -5.413 1.192 0.230
O -5.578 2.462 1.188 -0.379
H 0.583 -7.967 1.706 0.225
F 3.919 -1.616 -1.225 -0.597
O 4.346 -11.143 1.193 -0.660
C -2.970 6.506 -2.619 -0.623
C 1.844 5.961 0.203 0.967
H 1.463 4.227 -1.865 0.257
N -3.490 1.458 -0.373 -0.310
C 2.431 -8.943 1.234 -0.171
C 4.702 -9.941 0.688 0.773
C 3.556 -6.398 1.203 -0.166
Te 2.743 -2.233 0.062 3.368
N -1.693 0.496 0.397 -0.508
S 1.075 -5.236 1.727 0.589
H -4.622 4.086 -0.267 0.269
O 2.185 -4.055 2.204 -0.371
H 3.605 -11.050 1.802 0.483
H 1.968 -9.922 1.221 0.215
F 2.410 6.399 1.326 -0.298
C -2.416 0.902 1.484 -0.001
H 1.522 4.386 2.431 0.267
C -4.319 2.205 -1.332 -0.214
H 0.892 1.979 2.444 0.237
C 1.521 4.484 0.277 -0.052
C 1.636 -7.837 1.487 -0.232
H -3.999 1.893 -2.322 0.241
F 3.042 -3.994 -0.415 -0.594
H -1.450 6.265 -1.071 0.266
O -1.890 3.859 0.132 -0.977
F 2.658 6.226 -0.819 -0.300
H -2.726 -0.024 -2.623 0.264
H -4.023 6.286 -2.790 0.215
H -1.656 1.390 -2.647 0.281
C -4.161 3.717 -1.181 -0.690
H -2.121 0.729 2.504 0.268
C 1.335 3.771 -0.894 -0.150
F -0.390 -1.880 0.446 -0.593
H -4.629 4.200 -2.040 0.267
H -2.384 6.081 -3.431 0.239
```